1.
81
Properties=species:S:1:pos:R:3 method="wB97M-V/def2-TZVPD" lumo_energy_ev="-16.12 / -16.12" total_charge=+4 homo_ev="-19.5 / -19.5"
Hf 0.359 -0.334 -1.154
C 1.309 -0.167 -2.976
O 1.872 -0.171 -4.023
C 0.725 1.505 -0.272
O 0.867 2.509 0.399
P -1.902 0.737 -1.693
C -3.251 1.491 -0.635
H -4.028 1.817 -1.340
C -1.767 2.066 -3.001
H -0.963 2.707 -2.574
C -2.898 -0.630 -2.499
H -3.158 -1.261 -1.633
C 2.688 -2.780 -0.130
P 2.327 -1.012 0.358
H 3.563 -1.381 2.385
H 1.836 -3.327 0.308
C 3.975 -0.196 -0.015
H 4.710 -0.985 0.201
C -1.285 1.525 -4.348
H -2.064 0.945 -4.854
H -0.383 0.916 -4.268
H -1.031 2.377 -4.996
C -2.989 2.980 -3.241
H -2.766 3.651 -4.083
H -3.235 3.614 -2.386
H -3.877 2.403 -3.516
C -4.228 -0.192 -3.140
H -4.901 0.337 -2.455
H -4.769 -1.094 -3.467
H -4.081 0.425 -4.036
C -2.071 -1.477 -3.473
H -2.392 -2.526 -3.368
H -0.977 -1.469 -3.297
H -2.244 -1.172 -4.517
C -3.909 0.487 0.319
H -4.732 -0.061 -0.164
H -4.367 1.003 1.179
H -3.211 -0.275 0.696
C -2.752 2.739 0.089
H -1.998 2.509 0.853
H -3.596 3.242 0.590
H -2.299 3.470 -0.587
C 3.979 -3.363 0.475
H 4.085 -3.199 1.550
H 4.874 -2.972 -0.022
H 3.975 -4.451 0.318
C 2.672 -2.998 -1.642
H 3.573 -2.589 -2.121
C 2.093 0.062 2.972
H 1.791 -2.583 -2.156
H 2.655 -4.084 -1.824
C 1.706 -2.404 2.760
H 1.051 0.018 3.293
H 2.688 0.156 3.895
H 2.236 0.986 2.405
C 2.488 -1.207 2.214
H 1.634 -2.349 3.854
H 2.171 -3.367 2.529
H 0.686 -2.415 2.361
C 4.289 1.010 0.874
H 3.506 1.775 0.807
H 5.227 1.475 0.538
H 4.431 0.741 1.926
C 4.096 0.213 -1.479
H 3.874 -0.585 -2.192
H 5.132 0.541 -1.670
H 3.447 1.065 -1.723
H -0.313 0.543 2.358
H -1.892 0.827 1.705
N 0.387 -0.278 7.448
C -0.168 -0.053 6.442
C -0.779 0.213 5.182
C -1.330 -0.842 4.419
C -1.761 -0.623 3.155
N -1.332 0.605 2.544
C -1.232 1.781 3.399
C -0.780 1.522 4.659
H -1.407 -1.854 4.846
H -2.272 -1.332 2.515
H -1.194 2.739 2.873
H -0.391 2.333 5.278

2.
79
Properties=species:S:1:pos:R:3 method="wB97M-V/def2-TZVPD" de_lowest_kcal_mol=33.0 lumo_energy_ev="-4.72 / -4.57" spin_multiplicity=5 total_charge=+1 s2=6.010 homo_ev="-9.7 / -9.7"
Ho -0.654 -0.604 -0.777
C -2.425 1.704 0.587
C -2.943 0.809 -0.403
C -2.689 -0.353 1.582
C -2.320 0.997 1.809
C -3.094 -0.482 0.220
C -2.192 3.153 0.407
H -2.073 3.419 -0.651
H -1.282 3.480 0.935
H -3.033 3.746 0.803
C -1.995 1.582 3.131
H -1.663 2.622 3.039
H -1.203 1.016 3.640
H -2.875 1.574 3.794
C -2.738 -1.435 2.593
H -3.770 -1.787 2.756
H -2.345 -1.097 3.563
H -2.144 -2.311 2.283
C -3.645 -1.694 -0.441
H -4.679 -1.521 -0.777
H -3.653 -2.550 0.247
H -3.073 -2.000 -1.341
C -3.536 1.222 -1.698
H -4.546 1.651 -1.554
H -3.651 0.378 -2.391
H -2.935 1.995 -2.199
C 1.391 0.357 -1.423
C 0.355 1.258 -1.647
C -0.110 1.623 -3.046
C -0.950 0.564 -3.812
C -1.166 -0.773 -3.121
C -0.110 -1.638 -2.877
C 1.289 -1.329 -3.392
C 2.130 -0.356 -2.531
H 0.757 1.880 -3.680
H -0.472 0.417 -4.796
H -0.702 2.552 -2.975
H 2.619 0.372 -3.200
H 1.978 0.438 -0.498
H 0.141 2.002 -0.859
H 2.950 -0.921 -2.061
H 1.839 -2.280 -3.470
H -0.307 -2.706 -2.697
H 1.256 -0.928 -4.419
H -1.936 0.999 -4.037
H -2.190 -1.169 -3.176
P 2.275 3.105 0.857
C 1.870 3.438 2.617
H 2.503 4.250 3.000
H 2.023 2.529 3.214
H 0.813 3.728 2.688
C 3.957 2.416 1.100
H 4.551 3.091 1.733
H 4.443 2.303 0.123
H 3.866 1.424 1.561
C 2.736 4.798 0.324
H 3.123 4.750 -0.702
H 3.496 5.218 0.995
H 1.836 5.424 0.326
P 0.844 -3.545 -0.013
C 0.067 -5.096 -0.587
H 0.823 -5.790 -0.975
H -0.647 -4.846 -1.384
H -0.484 -5.556 0.244
C 2.514 -3.634 -0.758
H 2.462 -3.497 -1.844
H 2.957 -4.614 -0.527
H 3.127 -2.831 -0.327
C 1.296 -3.993 1.705
H 1.724 -5.006 1.719
H 0.396 -3.967 2.333
H 2.028 -3.275 2.097
C 0.981 -0.690 3.358
C 1.341 -0.652 1.911
O 2.506 -0.696 1.491
O 0.287 -0.583 1.113
H 1.850 -1.003 3.946
H 0.146 -1.383 3.533
H 0.685 0.314 3.691

3.
81
Properties=species:S:1:pos:R:3 method="wB97M-V/def2-TZVPD" lumo_energy_ev="-15.33 / -15.30" total_charge=+4 homo_ev="-19.5 / -19.6"
Sn 0.165 -0.090 -0.586
C 0.992 -0.175 -2.309
O 1.516 -0.201 -3.357
C 0.711 1.914 0.007
O 1.070 3.006 0.110
P -2.011 0.797 -1.641
C -3.259 1.527 -0.485
H -4.057 1.888 -1.157
C -1.743 2.032 -2.982
H -0.951 2.688 -2.578
C -2.883 -0.624 -2.440
H -3.092 -1.302 -1.595
C 2.549 -2.739 -0.039
P 2.299 -0.996 0.543
H 3.357 -1.229 2.658
H 1.660 -3.263 0.350
C 3.861 -0.105 0.094
H 4.588 -0.927 0.212
C -1.258 1.455 -4.312
H -2.104 1.233 -4.987
H -0.642 0.561 -4.215
H -0.635 2.210 -4.825
C -2.992 2.888 -3.216
H -2.965 3.298 -4.237
H -3.046 3.735 -2.517
H -3.916 2.304 -3.123
C -4.217 -0.239 -3.086
H -4.882 0.334 -2.430
H -4.757 -1.166 -3.361
H -4.069 0.322 -4.022
C -2.001 -1.364 -3.439
H -2.286 -2.427 -3.462
H -0.930 -1.311 -3.173
H -2.121 -0.971 -4.457
C -3.852 0.485 0.462
H -4.754 0.007 0.042
H -4.150 0.968 1.406
H -3.137 -0.313 0.702
C -2.689 2.715 0.273
H -1.958 2.386 1.021
H -3.500 3.230 0.820
H -2.200 3.451 -0.374
C 3.798 -3.414 0.551
H 4.065 -3.066 1.554
H 4.669 -3.285 -0.111
H 3.613 -4.503 0.618
C 2.550 -2.854 -1.554
H 3.382 -2.301 -2.008
C 1.914 0.135 2.988
H 1.614 -2.486 -1.998
H 2.665 -3.912 -1.842
C 1.536 -2.367 2.876
H 0.770 -0.064 3.235
H 2.298 0.329 4.003
H 1.860 1.053 2.403
C 2.304 -1.135 2.384
H 1.198 -2.221 3.906
H 2.173 -3.265 2.861
H 0.657 -2.576 2.250
C 4.250 1.044 1.026
H 3.542 1.880 0.950
H 5.239 1.425 0.716
H 4.327 0.741 2.076
C 3.920 0.362 -1.357
H 3.534 -0.370 -2.067
H 4.975 0.562 -1.630
H 3.369 1.303 -1.510
H -0.038 -0.191 1.559
H -1.332 0.330 0.973
N 0.129 -0.043 7.014
C 0.221 -0.067 5.802
C -0.173 0.111 4.413
C -1.025 -0.987 4.010
C -1.550 -0.749 2.836
N -1.106 0.258 2.036
C -0.711 1.625 2.798
C -0.473 1.415 4.075
H -1.198 -1.858 4.601
H -2.034 -1.633 2.324
H -0.435 2.540 2.256
H -0.208 2.245 4.686

4.
85
Properties=species:S:1:pos:R:3 method="wB97M-V/def2-TZVPD" lumo_energy_ev="0.36 / -1.44" spin_multiplicity=6 total_charge=0 s2=8.784 homo_ev="-5.5 / -8.3"
Ir -0.176 -0.033 -0.311
C 2.722 -0.808 1.070
C 1.877 -1.836 0.640
C 1.354 -1.451 -0.688
Si 1.245 -3.227 1.703
C 1.864 -0.118 -0.963
C 2.700 0.275 0.181
Si 3.231 2.007 0.604
H 3.353 -0.863 1.973
H 1.091 -2.149 -1.482
H 1.961 0.268 -1.981
Cl -2.098 0.446 -1.692
C 4.037 2.088 2.289
C 4.414 2.632 -0.708
C 2.031 -3.193 3.397
C 1.591 -4.867 0.865
H 5.279 1.952 -0.714
H 4.765 3.641 -0.453
H 3.986 2.648 -1.717
H 3.325 1.909 3.105
H 4.486 3.081 2.428
H 4.834 1.337 2.351
H 2.678 -4.937 0.710
H 1.098 -4.980 -0.108
H 1.279 -5.691 1.521
H 3.124 -3.176 3.300
H 1.745 -4.104 3.939
H 1.720 -2.320 3.985
C 1.593 2.973 0.640
C -0.616 -2.857 1.857
P 0.311 2.370 -0.535
H 1.820 4.045 0.489
H 1.191 2.892 1.668
P -1.364 -2.048 0.382
H -0.738 -2.184 2.728
H -1.131 -3.798 2.133
C -3.170 -1.891 0.809
C -1.270 -3.380 -0.932
C 1.060 2.792 -2.206
C -1.083 3.598 -0.331
C -2.184 3.081 0.586
H -1.481 3.687 -1.353
C -0.653 4.985 0.158
H -0.259 4.936 1.181
H -1.543 5.630 0.179
H 0.093 5.477 -0.478
H -2.662 2.198 0.161
H -2.944 3.864 0.704
H -1.792 2.839 1.580
H 1.976 2.183 -2.245
C 1.463 4.261 -2.377
C 0.154 2.382 -3.368
H 2.153 4.624 -1.604
H 0.579 4.915 -2.410
H 1.981 4.365 -3.344
H -0.095 1.318 -3.339
H 0.671 2.596 -4.314
H -0.786 2.949 -3.358
H -0.190 -3.555 -1.066
C -1.860 -2.919 -2.266
C -1.931 -4.698 -0.516
H -1.532 -5.116 0.419
H -1.741 -5.438 -1.310
H -3.022 -4.579 -0.431
H -1.370 -2.019 -2.649
H -2.935 -2.710 -2.175
H -1.733 -3.728 -3.000
C -3.535 -0.510 1.336
C -3.661 -2.947 1.803
H -3.667 -2.041 -0.161
H -3.191 -2.804 2.786
H -3.496 -3.982 1.481
H -4.744 -2.809 1.926
H -2.946 -0.249 2.224
H -4.593 -0.521 1.625
H -3.394 0.254 0.570
C -3.905 0.637 -4.172
H -3.183 0.221 -4.883
H -4.673 -0.015 -3.743
H -4.018 1.724 -4.097
N -0.264 0.435 1.590
C -0.009 0.553 2.738
N 0.062 0.833 3.976
C 1.044 0.625 4.824
N 1.889 0.472 5.628

5.
82
Properties=species:S:1:pos:R:3 method="wB97M-V/def2-TZVPD" lumo_energy_ev="-8.19 / -12.15" spin_multiplicity=6 total_charge=+3 s2=8.850 homo_ev="-15.6 / -15.1"
Fe 0.226 0.048 -0.456
P -1.335 2.010 -0.301
P -1.678 -1.296 0.707
P 1.892 1.445 -1.406
H -0.819 -2.471 -1.519
C 0.136 -1.937 -1.502
C 1.220 -2.315 -0.698
H 1.130 -3.136 0.010
C -2.511 1.961 -1.701
C -2.425 2.164 1.168
C -0.796 3.763 -0.379
C -1.576 -3.135 0.860
C -2.229 -0.933 2.432
C -3.274 -1.159 -0.219
C 3.378 0.441 -1.811
C 2.835 2.889 -0.740
C 1.284 2.244 -2.957
H 0.423 -1.592 -2.505
H 2.227 -1.991 -0.979
H -3.159 2.847 -1.656
H -3.125 1.055 -1.664
H -1.954 1.967 -2.645
H -2.998 3.100 1.098
H -1.814 2.201 2.077
H -3.128 1.329 1.250
H -1.694 4.384 -0.511
H -0.119 3.956 -1.216
H -0.301 4.058 0.553
H -2.588 -3.534 1.021
H -0.942 -3.423 1.708
H -1.167 -3.603 -0.038
H -3.316 -0.790 2.468
H -1.741 -0.035 2.819
H -1.966 -1.765 3.095
H -3.904 -2.022 0.038
H -3.081 -1.171 -1.299
H -3.816 -0.238 0.029
H 3.999 0.979 -2.543
H 3.141 -0.552 -2.208
H 3.949 0.322 -0.879
H 3.630 3.166 -1.449
H 3.306 2.614 0.211
H 2.184 3.758 -0.585
H 2.064 2.157 -3.722
H 1.061 3.302 -2.780
H 0.374 1.767 -3.339
C 1.476 -1.398 -5.862
C 0.930 -0.698 -6.953
C 1.179 -1.130 -8.260
C 2.000 -2.241 -8.487
C 2.487 -2.988 -7.405
C 2.241 -2.561 -6.097
S 1.341 -0.734 -4.241
H -0.002 -0.519 -3.992
H 0.334 0.190 -6.745
H 0.733 -0.599 -9.102
H 2.271 -2.518 -9.508
H 3.067 -3.896 -7.583
H 2.642 -3.103 -5.238
C 2.216 -2.431 4.813
N 2.391 -2.137 3.367
C 3.089 -3.253 2.669
C 1.081 -1.723 2.677
C 0.868 -0.238 2.756
C 0.679 0.324 4.035
C 0.775 1.707 4.215
C 1.048 2.507 3.113
C 1.101 1.932 1.842
C 0.894 0.578 1.604
H 1.348 -3.085 4.921
H 2.066 -1.496 5.350
H 3.122 -2.924 5.171
H 3.012 -1.316 3.295
H 2.426 -4.125 2.633
H 3.353 -2.930 1.657
H 4.004 -3.490 3.222
H 1.171 -2.063 1.644
H 0.285 -2.315 3.152
H 0.459 -0.329 4.885
H 0.663 2.141 5.207
H 1.186 3.583 3.228
H 1.337 2.605 1.021

6.
85
Properties=species:S:1:pos:R:3 method="wB97M-V/def2-TZVPD" lumo_energy_ev="0.66 / 0.33" spin_multiplicity=3 total_charge=0 s2=2.008 homo_ev="-8.0 / -9.3"
O 3.636 7.007 6.317
C 2.719 7.350 5.641
O 2.802 7.470 4.305
C 1.582 7.628 3.570
C 1.224 6.369 2.774
C 1.712 5.065 3.412
C 3.102 4.616 2.952
C 4.094 4.323 4.078
C 3.566 3.343 5.120
O 3.039 2.166 4.504
O 0.773 4.016 3.074
C -0.347 3.953 3.802
O -0.513 4.495 4.859
H 1.751 7.693 6.053
H 1.735 8.474 2.899
H 0.772 7.895 4.257
H 1.616 6.453 1.756
H 0.135 6.344 2.680
H 1.720 5.184 4.498
H 3.524 5.360 2.271
H 2.966 3.698 2.373
H 4.388 5.247 4.586
H 4.996 3.896 3.627
H 2.815 3.824 5.756
H 4.386 3.045 5.780
H 2.086 2.149 4.620
H -1.096 3.328 3.302
C -2.114 -1.786 0.622
C -1.913 -0.261 0.664
C -1.524 0.274 -0.718
C -0.102 -0.084 -1.132
C 0.913 0.339 -0.074
C 0.590 -0.209 1.321
N -0.840 0.133 1.639
O -0.974 1.321 2.091
C 0.844 -1.718 1.387
C 1.480 0.452 2.369
C -3.223 0.369 1.122
H -1.513 -2.276 -0.141
H -1.895 -2.239 1.588
H -3.156 -2.000 0.385
H -1.631 1.364 -0.721
H -2.235 -0.117 -1.451
H -0.025 -1.155 -1.336
H 0.130 0.416 -2.075
H 1.917 0.005 -0.347
H 0.946 1.432 -0.022
H 0.484 -2.128 2.332
H 1.920 -1.887 1.334
H 0.389 -2.275 0.574
H 1.423 1.537 2.327
H 2.514 0.153 2.190
H 1.200 0.133 3.374
H -3.482 0.038 2.129
H -4.013 0.055 0.438
H -3.173 1.455 1.120
C -3.035 -5.977 -4.448
C -2.775 -4.463 -4.497
C -2.416 -4.001 -5.915
C -1.015 -4.416 -6.361
C 0.040 -3.980 -5.348
C -0.258 -4.462 -3.925
N -1.658 -4.050 -3.574
O -1.743 -2.820 -3.229
C -0.058 -5.978 -3.811
C 0.700 -3.824 -2.927
C -4.048 -3.763 -4.032
H -2.473 -6.534 -5.195
H -2.801 -6.385 -3.465
H -4.091 -6.165 -4.639
H -2.490 -2.910 -5.950
H -3.170 -4.394 -6.602
H -0.966 -5.497 -6.521
H -0.797 -3.958 -7.328
H 1.025 -4.355 -5.637
H 0.104 -2.887 -5.339
H -0.401 -6.339 -2.840
H 1.008 -6.192 -3.893
H -0.559 -6.548 -4.586
H 0.712 -2.738 -2.971
H 1.708 -4.175 -3.155
H 0.458 -4.123 -1.905
H -4.285 -4.032 -3.002
H -4.872 -4.084 -4.672
H -3.962 -2.682 -4.093

no.,molecular weight (g mol⁻¹)
1,661.12
2,619.55
3,601.34
4,750.50
5,557.53
6,502.69